Density functional theory data (ωB97M-V/def2-TZVPD) for a structure of composition C20H54AsBrFO4Si4.

XYZ file:
```
85
Properties=species:S:1:pos:R:3
H 1.209 -3.282 -8.147
H 0.016 -1.430 -5.594
C 2.296 -1.131 -3.234
H -4.218 -0.581 0.407
H 0.207 -3.480 -1.506
H -3.168 2.445 5.565
C -2.045 -5.672 0.961
H 1.142 -3.296 1.355
C -3.854 5.855 5.968
H -5.287 7.615 5.776
H 1.980 6.924 4.421
As -2.710 4.806 4.614
H 4.315 -0.348 -8.357
Si -1.044 -4.144 0.535
H 2.613 4.407 2.829
H 1.656 -1.412 -2.394
H 3.572 6.042 4.161
H -2.958 5.984 3.600
O 1.471 3.693 4.410
H 3.459 -4.936 -6.992
H -1.926 4.078 3.475
Si 2.106 -2.361 -4.634
C 1.926 -2.551 -8.530
H 0.979 5.291 3.035
H 4.953 -1.726 -9.267
C -3.398 -0.252 1.051
H -4.883 6.767 4.141
O 3.076 -1.947 -5.924
H -1.095 1.752 6.711
C 0.514 2.898 3.794
C -0.476 -4.294 -1.249
H -0.623 -0.768 2.742
C 2.507 5.924 4.516
C -1.017 2.632 5.982
H 0.047 -5.241 -1.408
C 4.710 -1.363 -8.265
H -1.364 1.596 3.962
H 2.187 -2.833 -9.552
H -0.400 -1.047 -1.466
F -3.060 6.823 6.666
H 1.023 -5.049 1.568
C -0.441 -0.468 1.706
Br -0.758 6.001 5.389
H -2.795 3.560 6.975
C 4.194 -4.218 -7.362
H 2.420 5.604 5.591
H -1.441 -6.571 0.822
H 3.628 -4.102 -3.731
H 3.329 -1.101 -2.880
H 4.519 -4.544 -8.353
C 0.302 -2.387 -5.152
H 0.180 -3.961 2.685
O 0.406 2.918 2.536
H -0.224 3.307 6.430
H -3.669 -0.466 2.088
H 1.437 -1.574 -8.556
H -3.291 0.830 0.942
Si 3.459 -2.493 -7.447
C -5.058 6.626 5.258
H -0.342 -2.574 -4.289
O -1.949 -2.767 0.742
C -1.381 -0.654 -1.186
H -2.928 -5.749 0.321
H 0.530 -0.866 1.401
Si -1.800 -1.112 0.587
C 2.566 -4.062 -3.986
H -0.390 0.624 1.672
H 0.079 1.054 4.906
H -1.331 -4.253 -1.928
H 0.122 -3.173 -5.889
H 5.635 -1.320 -7.684
H 2.013 -0.126 -3.558
C 1.844 4.809 3.566
H -2.124 -1.065 -1.875
H -1.360 0.431 -1.307
C 0.471 -4.109 1.642
H -4.022 4.138 4.038
C -0.523 1.977 4.601
H 5.059 -4.235 -6.694
C -2.469 3.279 5.919
H -5.991 5.985 5.397
H -4.321 5.190 6.761
H 1.987 -4.301 -3.091
H -2.376 -5.640 2.002
H 2.365 -4.831 -4.737
```

Results
* largest force on an atom: 3.71 eV/Å
* net charge: -1
* orbital gap: 0.2145 hartree
* multiplicity: 1
* electronic energy: -7163.24448 hartree
* LUMO energy: 1.84 eV
* highest occupied orbital energy: -4.00 eV

Atomic partial charges in e from the Mulliken method, atoms 1 to 8: number 1, H, carries 0.29; number 2, H, carries 0.28; number 3, C, carries -0.72; number 4, H, carries 0.28; number 5, H, carries -0.25; number 6, H, carries 0.24; number 7, C, carries -1.07; number 8, H, carries 0.32

***

Density functional theory data (ωB97M-V/def2-TZVPD) for a cluster of 6 separate species, C20H54F3N5O6 in total.

XYZ file:
```
88
Properties=species:S:1:pos:R:3
H -6.438 0.104 -3.333
C -1.954 1.400 1.703
H -2.714 3.039 0.538
H 1.878 3.314 1.885
H 2.701 -2.595 1.174
H -2.796 0.591 3.568
C -0.681 -0.447 4.563
H 0.403 2.793 -0.087
C -5.703 2.168 -1.215
H 1.806 1.517 -1.915
O -0.934 -0.152 3.160
O 6.371 -2.108 0.236
H -3.336 0.004 1.260
N -2.511 0.365 0.804
H 1.536 1.519 1.752
H 3.328 -2.323 2.696
O 0.347 -3.434 -0.364
H -0.864 -0.176 0.073
H -3.381 1.853 -2.612
H -0.173 -4.244 -2.085
H 3.012 2.206 1.268
O 1.998 5.077 -0.436
H 4.832 -3.161 -0.069
H -4.790 0.286 -5.982
H 0.111 5.080 -1.281
C -5.193 1.221 -5.593
H -2.887 0.869 0.013
H -0.944 1.604 1.348
C -5.418 0.486 -3.303
H -5.056 0.090 -1.252
H 2.534 1.106 -0.568
H 0.341 -1.110 0.714
H 7.167 -0.864 1.757
H 0.432 -3.502 2.217
H -0.456 -1.504 4.698
H -3.745 2.752 1.933
H -6.790 2.174 -1.297
H 0.672 -5.183 0.632
O 0.694 -2.292 -2.237
N -3.609 1.372 -1.753
N 0.012 -0.642 -0.119
H -2.200 3.528 2.079
H 4.601 -0.497 -0.711
H -0.981 -4.345 2.568
C 1.471 2.612 -0.205
C 4.228 -1.315 0.998
F 2.976 -3.972 -1.523
C 3.004 -1.768 1.815
C -1.851 0.938 3.151
O -5.099 1.559 -4.214
H -2.999 0.567 -1.737
H 1.808 3.790 -1.915
H 7.582 -2.652 1.902
C -5.007 0.995 -1.857
H 4.716 -0.524 1.567
H 2.109 -1.179 2.015
H 0.615 0.084 -0.480
C 1.901 -4.566 -2.123
H 3.329 -1.397 -0.750
C 0.668 -3.641 -1.743
H 3.302 3.667 -0.968
C 1.941 2.413 1.276
H -1.492 1.697 3.847
C 0.619 5.514 -0.420
N 1.643 1.426 -0.922
N 3.723 -0.627 -0.229
H -4.799 -0.371 -3.569
H 5.329 -3.251 1.643
C 5.146 -2.584 0.801
H 0.044 -1.378 -0.809
H -5.457 3.014 -1.857
H 0.484 6.565 -0.162
C 2.221 3.792 -0.906
F 1.705 -5.754 -1.662
H -1.473 -0.269 5.290
F 2.248 -4.868 -3.363
C -0.503 -3.810 1.748
C -0.140 -4.478 0.454
H -6.254 1.144 -5.827
H -4.690 2.013 -6.147
H -5.376 2.339 -0.189
H -1.189 -2.969 1.647
H 8.245 -1.688 0.727
C 7.300 -1.822 1.254
H 0.268 -0.044 4.918
C -2.716 2.710 1.577
H -1.052 -4.897 0.028
H 0.246 5.042 0.488
```

Results
* largest force on an atom: 3.46 eV/Å
* net charge: +1
* orbital gap (alpha / beta): 0.3481 / 0.1978 hartree
* multiplicity: 2
* electronic energy: -1818.78691 hartree
* LUMO energy (alpha / beta): -2.05 / -6.14 eV
* highest occupied orbital energy (alpha / beta): -11.53 / -11.53 eV

Atomic partial charges in e from the Mulliken method, atoms 1 to 8: number 1, H, carries 0.44; number 2, C, carries 2.50; number 3, H, carries 0.44; number 4, H, carries 0.36; number 5, H, carries 0.14; number 6, H, carries 0.47; number 7, C, carries -1.04; number 8, H, carries 0.11

***

Density functional theory data (ωB97M-V/def2-TZVPD) for a cluster of 6 separate species, C20H55N7O9 in total.

XYZ file:
```
91
Properties=species:S:1:pos:R:3
H -5.271 -28.231 -3.738
C 3.290 -21.898 -4.041
C -3.753 -25.074 0.584
H 0.917 -23.726 1.489
C -0.424 -27.456 3.595
H -0.898 -23.237 -2.692
N 0.255 -25.438 2.421
H -2.269 -20.587 -1.515
C 0.993 -25.861 -5.872
N -2.622 -26.691 -2.672
H -2.974 -24.123 -4.724
O -4.035 -20.011 -2.401
H -2.344 -27.283 -1.913
O 3.712 -22.051 -2.695
H -1.761 -22.570 -1.262
H 0.264 -23.821 -5.725
C 0.585 -24.730 1.203
H -2.636 -20.987 1.983
C -0.171 -26.833 2.242
H -1.101 -26.868 1.654
H 0.335 -24.730 -4.237
C 2.959 -21.289 -1.778
H 1.498 -27.731 -7.523
H 3.208 -20.223 -1.887
H -2.191 -23.346 -5.772
H -4.395 -25.351 1.428
H -2.283 -25.753 -2.762
N -1.864 -21.438 -8.771
H 1.361 -21.981 -5.059
H -1.656 -30.366 4.403
H -2.838 -21.255 -8.629
H -3.930 -22.934 2.344
H -1.147 -26.832 4.137
H 4.073 -22.351 -4.647
H 3.292 -20.825 -4.282
N -4.013 -20.897 0.456
H -2.950 -19.129 0.612
H -2.834 -21.196 -3.634
H 1.460 -25.207 0.756
C -3.231 -22.980 1.496
C -3.557 -20.381 -3.679
H -4.291 -28.571 -2.339
H -2.987 -19.530 -4.107
H 0.345 -23.686 -7.973
C -2.870 -21.570 1.083
H -0.951 -25.558 -0.085
C -1.097 -29.453 4.600
H -1.964 -24.273 -1.804
C -1.409 -22.625 -8.254
H 0.569 -27.417 1.692
C -2.983 -19.752 -1.500
O -3.715 -23.680 0.384
H 2.734 -24.462 -4.346
H 1.873 -21.377 -1.879
N 2.145 -23.875 -4.924
H -4.492 -18.983 -0.230
H -2.743 -25.480 0.709
O -3.866 -26.323 -4.526
H -0.028 -26.286 -5.866
H -1.394 -24.068 0.739
H -0.450 -24.988 2.991
C 1.954 -22.553 -4.342
H -4.272 -21.499 -0.326
H 1.352 -22.634 -3.424
C -0.561 -24.571 0.217
H -4.209 -25.518 -0.302
C -3.598 -19.602 -0.128
H 0.488 -22.137 -8.804
H 0.035 -26.899 -8.120
H -0.141 -29.720 5.071
O 1.431 -25.699 -7.196
H -1.926 -21.588 0.509
N -4.486 -28.020 -3.153
H -1.671 -28.864 5.328
N -0.057 -22.834 -8.331
H 1.560 -26.697 -8.981
H -4.397 -20.534 -4.345
H -2.441 -18.844 -1.809
H -2.331 -23.473 1.905
C -1.267 -23.442 -1.688
C 1.123 -26.815 -7.993
O -2.164 -23.391 -7.671
H -1.245 -20.776 -9.197
H 3.226 -21.631 -0.781
C 0.883 -24.535 -5.178
C -3.668 -26.978 -3.515
H 1.579 -26.586 -5.286
H 0.528 -27.520 4.135
O -0.911 -28.764 3.393
O -0.154 -23.832 -0.900
O -2.399 -23.351 -4.824
```

Results
* largest force on an atom: 1.49 eV/Å
* structure (SMILES): COCCNCCOC.COCCNCCOC.COCCNCCOC.NC(N)=O.NC(N)=O.O
* orbital gap: 0.3262 hartree
* multiplicity: 1
* electronic energy: -1855.40360 hartree
* LUMO energy: 0.41 eV
* highest occupied orbital energy: -8.47 eV
* energy relative to the best compared isomer or geometry (same formula, charge and spin): 0.0 kJ/mol

Atomic partial charges in e from the Mulliken method, atoms 1 to 8: number 1, H, carries 0.23; number 2, C, carries -0.79; number 3, C, carries -0.08; number 4, H, carries 0.40; number 5, C, carries -0.56; number 6, H, carries 0.00; number 7, N, carries -0.31; number 8, H, carries -0.31

***

Density functional theory data (ωB97M-V/def2-TZVPD) for a structure of composition C20H56Br6N9O3P3.

XYZ file:
```
97
Properties=species:S:1:pos:R:3
O 1.570 -2.813 -4.722
H 0.157 2.013 -1.162
N 3.985 -3.059 -3.610
N -3.713 2.826 4.714
H -3.816 -1.359 3.252
Br 2.712 -5.539 1.425
H -4.457 0.072 6.739
H -7.065 0.499 3.373
H -3.206 2.025 6.736
H 4.008 -6.443 -4.104
H -0.607 4.542 -2.033
N 2.214 5.347 -1.550
H 0.666 -4.463 2.550
H 3.633 -5.429 -7.413
N -5.586 1.807 2.855
H 2.676 -3.581 -1.128
H 3.410 -1.292 -4.331
H 1.308 -6.503 -3.441
H -1.257 5.471 -0.780
H -5.336 4.118 4.131
H 0.422 0.066 2.559
C 1.748 -6.063 -2.546
H -5.842 3.184 1.467
H -6.015 -0.519 6.128
H -5.710 1.219 6.003
H -4.518 4.726 5.310
P 2.026 4.011 -0.576
C -5.239 0.236 5.997
H 4.199 2.677 -1.800
P 2.580 -3.807 -4.228
C -6.883 1.573 3.428
H 4.796 -3.845 -1.813
Br 2.168 -1.639 2.755
C 0.916 1.891 -1.935
H -0.879 4.152 1.604
N 0.344 4.214 -0.046
H -6.085 1.429 0.909
H -1.898 2.219 5.736
O 3.037 3.845 0.495
H 5.895 -3.205 -2.902
H 4.403 -6.406 -5.772
C 0.492 -0.908 2.075
P -4.062 1.394 3.736
H 2.232 6.122 -3.713
N 2.110 2.602 -1.625
C -4.849 3.728 5.025
N 3.185 -4.898 -5.455
O -2.927 1.095 2.797
H -0.457 2.557 1.039
H 5.086 -1.271 -3.622
H 1.173 -4.295 -0.801
N -4.454 0.113 4.729
Br -0.606 -6.261 1.336
H 1.247 4.718 -3.349
H 1.209 -2.854 -1.873
Br -1.079 -2.078 2.578
H -7.641 2.173 2.926
C 3.579 -6.225 -5.082
C 2.680 6.596 -0.992
C 2.143 5.262 -3.050
H 3.526 6.872 -1.621
C -0.045 3.542 1.257
Br 1.026 -6.258 4.084
H 0.593 2.128 -2.949
H 3.365 2.189 -3.272
H 2.732 -6.858 -5.345
H -4.482 2.105 1.130
H -7.072 1.782 4.481
H 0.970 -6.177 -1.790
C -5.509 2.146 1.493
H 2.921 4.568 -3.365
C -4.145 -1.303 4.290
H 5.036 -4.841 -3.267
H 3.673 1.072 -1.920
N 2.011 -4.596 -2.779
H 2.663 -6.548 -2.205
H -2.588 3.731 6.249
C -0.774 4.510 -0.956
C 4.996 -3.821 -2.884
H -3.357 -1.748 4.897
H 3.776 -1.237 -2.510
H -5.511 3.361 5.810
C 4.052 -1.593 -3.503
C 2.951 -4.783 -6.861
C 3.370 2.084 -2.187
C 0.938 -5.482 2.272
H 3.054 6.642 0.030
H 3.131 -3.746 -7.142
C 1.712 -3.781 -1.597
H -1.546 3.756 -0.806
H 1.147 0.826 -1.910
H 1.938 -5.072 -7.142
H -5.032 -1.934 4.230
Br 0.738 -0.748 0.153
H 1.890 7.338 -1.111
C -2.843 2.709 5.969
H 0.873 3.395 1.827
```

Results
* largest force on an atom: 5.23 eV/Å
* net charge: +1
* orbital gap (alpha / beta): 0.2728 / 0.1058 hartree
* multiplicity: 2
* electronic energy: -17981.98751 hartree
* LUMO energy (alpha / beta): -2.49 / -7.02 eV
* highest occupied orbital energy (alpha / beta): -9.91 / -9.90 eV

Atomic partial charges in e from the Mulliken method, atoms 1 to 8: number 1, O, carries -0.83; number 2, H, carries 0.39; number 3, N, carries 0.21; number 4, N, carries 0.16; number 5, H, carries 0.15; number 6, Br, carries 0.00; number 7, H, carries 0.37; number 8, H, carries 0.28

***

Density functional theory data (ωB97M-V/def2-TZVPD) for a cluster of 6 separate species, C20H56N4O6 in total.

XYZ file:
```
86
Properties=species:S:1:pos:R:3
H -3.545 -3.422 16.102
H 0.324 -4.057 14.648
H -1.417 -7.749 17.314
H 6.981 -11.308 10.430
H 2.557 -5.676 13.810
N -0.081 -7.600 8.651
H -0.939 -5.782 16.166
C 2.398 -7.824 11.727
C 0.556 -4.256 16.839
C -1.247 -8.741 16.876
H -5.300 -9.263 10.070
H -0.113 -9.508 10.469
C 8.990 -7.155 8.797
H -0.790 -5.486 17.888
O 1.163 -7.121 11.821
H -3.263 -5.196 15.985
H 4.766 -8.789 12.035
H -2.659 -7.204 8.794
H 7.091 -7.020 11.564
H -1.801 -9.418 17.536
H 5.510 -10.725 9.685
H 8.947 -8.256 8.860
H -2.694 -8.682 15.508
H 2.846 -7.527 10.777
H -2.353 -4.026 14.964
H 6.381 -8.215 8.985
H 5.524 -12.672 12.028
H 0.564 -3.553 17.672
H 1.729 -5.898 16.333
H 1.698 -3.203 15.302
H 6.374 -6.699 8.002
H 0.630 -7.809 7.966
H 5.933 -12.465 9.651
H 4.080 -12.034 11.479
C -1.091 -8.627 8.766
N 4.735 -7.826 12.379
H 3.128 -8.080 13.770
H 9.952 -6.865 9.210
C -2.327 -8.061 9.406
H 4.258 -5.706 13.731
H 8.839 -6.942 7.742
C -0.778 -4.994 16.905
H 4.081 -5.067 10.055
H 5.720 -4.607 9.535
H 0.918 -7.527 13.859
C 0.657 -3.485 15.513
H 0.667 -8.885 17.760
C 0.247 -9.062 16.766
H 0.365 -10.091 16.447
C 3.382 -7.520 12.875
N 1.658 -5.186 17.047
C 5.932 -11.556 10.257
H -0.450 -6.898 13.045
H -0.103 -8.543 12.724
C 4.906 -5.314 9.389
C 6.476 -7.129 9.005
H -1.449 -8.949 7.783
H 0.233 -2.479 15.584
C 5.134 -11.769 11.521
H -5.056 -7.824 9.037
C 0.392 -7.585 12.905
C -4.625 -8.447 9.828
H 3.378 -5.420 12.262
H 2.273 -8.913 11.636
H 0.360 -10.226 8.921
O -3.410 -8.963 9.365
H 2.535 -4.690 17.104
H 8.101 -8.139 11.106
H 0.680 -8.298 16.126
H -1.205 -10.666 9.658
H 4.445 -5.459 8.411
C 3.373 -6.025 13.170
H 6.307 -10.567 12.545
O 5.391 -6.613 9.770
C -0.484 -9.860 9.504
O 5.362 -10.727 12.485
C 7.828 -6.718 9.653
H 0.407 -7.441 9.526
H 7.812 -5.621 9.702
O -1.733 -8.734 15.535
H -4.540 -7.836 10.733
C -2.801 -4.205 15.948
H 4.963 -7.313 11.518
H -2.131 -7.605 10.389
O -1.856 -4.056 16.999
N 7.957 -7.129 11.043
```

Results
* largest force on an atom: 2.90 eV/Å
* structure (SMILES): COC[C@H](C)N.COC[C@H](C)N.COC[C@H](C)N.COC[C@H](C)N.CCO.CCO
* orbital gap: 0.3396 hartree
* multiplicity: 1
* electronic energy: -1465.93241 hartree
* LUMO energy: 0.58 eV
* highest occupied orbital energy: -8.66 eV
* energy relative to the best compared isomer or geometry (same formula, charge and spin): 157.6 kJ/mol

Atomic partial charges in e from the Mulliken method, atoms 1 to 8: number 1, H, carries 0.26; number 2, H, carries 0.22; number 3, H, carries 0.11; number 4, H, carries 0.29; number 5, H, carries -0.05; number 6, N, carries -0.70; number 7, H, carries 0.14; number 8, C, carries -0.39